(1)
15
Properties=species:S:1:pos:R:3:forces:R:3 method="wB97M-V/def2-TZVPD" gap_ev=10.179 smiles="NC=O.CCO" charge=0 lumo_ev=0.686 homo_energy_ev=-9.49
O -1.149 -2.857 2.142 2.01 -0.13 0.29
O 1.154 0.102 -0.162 -2.23 -0.93 -2.06
N -0.628 -0.664 2.238 -0.40 1.22 0.84
C -0.351 1.386 -1.557 -1.46 1.96 1.61
C -0.352 -1.975 1.849 -2.90 1.23 -2.24
C 0.842 0.445 -1.577 -0.22 0.09 1.42
H 0.545 -0.478 -2.049 0.19 -0.41 -0.14
H -1.156 0.997 -0.826 1.30 0.25 -1.13
H -0.937 1.597 -2.516 1.33 -0.34 1.06
H -0.563 0.108 1.565 0.80 -0.87 0.27
H 1.723 0.858 -2.080 -0.19 -0.05 0.12
H -0.027 2.394 -1.041 -0.63 -1.70 -1.30
H 0.370 -1.992 0.928 -0.58 -0.30 1.97
H 1.916 0.517 0.154 1.86 1.16 0.40
H -1.386 -0.439 2.933 1.11 -1.19 -1.10

***

(2)
28
Properties=species:S:1:pos:R:3:forces:R:3 method="wB97M-V/def2-TZVPD" gap_ev=8.072 charge=0 lumo_ev=-2.657 homo_energy_ev=-10.73
S -1.615 0.647 0.017 0.92 0.10 2.13
P -2.759 -0.432 -1.442 0.40 -7.37 -2.32
Al 2.610 0.003 -4.142 0.88 -0.04 -0.90
F 2.422 1.583 -4.985 0.04 -1.99 1.27
F 2.919 -1.291 -5.355 -0.54 1.69 1.72
F 3.996 0.096 -2.996 -1.95 -0.10 -1.17
F 1.102 -0.375 -3.231 1.23 0.60 -0.49
O 0.209 2.618 -0.419 -0.07 -3.18 0.01
O -2.471 -1.998 -1.454 -0.91 5.39 0.55
N -1.762 -1.388 4.015 5.20 0.62 -6.36
C 0.663 -2.049 2.724 -2.79 2.38 -1.13
C -1.050 -0.459 1.443 2.07 -2.99 2.64
C -0.078 1.266 -0.927 1.88 1.43 -1.13
C -0.423 -2.031 3.905 0.22 0.18 -0.81
C -1.964 -0.633 2.748 0.25 0.14 -0.49
C 0.389 -1.212 1.357 -3.03 -0.75 4.54
C 0.912 2.593 0.874 0.59 0.76 2.00
H -4.169 -0.202 -1.250 0.94 0.59 0.31
H 0.856 1.577 1.452 -0.08 1.73 -1.35
H 2.062 2.876 0.805 -2.51 -0.56 -0.34
H -0.114 -2.645 4.884 -0.80 1.49 -2.45
H 0.383 3.399 1.577 1.16 -1.73 -1.69
H 0.847 0.559 -0.815 -2.02 1.09 -0.13
H -0.402 1.256 -2.076 0.80 0.30 2.59
H 1.167 -1.177 0.484 -1.82 -0.08 1.78
H 1.676 -2.640 2.855 -2.44 1.36 -0.23
H -3.001 -0.037 2.710 2.53 -1.47 0.09
H -2.404 0.096 -2.760 -0.15 0.39 1.36

***

(3)
103
Properties=species:S:1:pos:R:3:forces:R:3 method="wB97M-V/def2-TZVPD" gap_ev="5.129 / 5.487" charge=+1 s_squared=3.88 multiplicity=4 lumo_ev="-3.741 / -5.733" homo_energy_ev="-8.87 / -11.22"
W 1.100 0.275 -0.754 0.43 0.29 0.06
Sb 2.624 0.207 -4.513 0.06 -0.03 0.03
Ge -1.079 -4.815 -0.277 -0.01 -0.05 -0.04
F 1.822 -1.444 -5.002 -0.02 -0.04 -0.02
F 1.072 -0.589 -2.479 -0.03 0.00 -0.13
F 3.101 0.596 -6.310 -0.01 0.03 -0.06
F 2.961 -0.224 -1.075 -0.27 0.00 0.08
F 1.882 1.568 -1.943 -0.11 0.01 -0.02
F 0.976 1.168 -4.693 -0.02 0.05 0.01
O 1.769 -1.364 0.469 -0.11 -0.03 -0.05
O 0.056 -1.806 -0.708 0.14 0.09 -0.07
N 0.217 2.279 -0.529 0.08 -0.06 0.00
N -0.220 0.251 1.076 0.08 -0.07 -0.09
N 2.148 1.292 0.774 0.10 0.09 -0.04
N -1.066 0.249 -1.423 0.01 -0.02 -0.14
C 0.933 3.158 0.205 -0.11 0.03 0.06
C 1.085 5.660 0.630 0.11 0.05 0.05
C -1.906 3.030 -1.797 0.00 0.00 0.00
C -1.459 0.143 -2.845 -0.01 0.03 0.03
C -1.749 -2.954 1.918 0.00 0.00 0.05
C 0.669 -4.511 -1.133 0.02 0.00 0.00
C -2.352 -3.532 -2.589 -0.01 -0.02 -0.02
C -0.964 -3.150 4.187 -0.01 0.00 0.01
C 1.091 -2.245 -0.150 0.05 -0.23 0.14
C -2.784 -8.685 -0.361 -0.02 0.01 -0.01
C -3.796 -3.842 -0.704 -0.04 -0.08 -0.07
C 1.664 -0.069 2.750 0.00 0.02 -0.01
C -1.716 -2.488 3.228 -0.03 0.05 0.00
C -4.664 -2.876 -2.730 -0.08 -0.12 -0.02
C -0.322 -4.772 2.534 0.02 0.03 -0.01
C -2.653 1.025 -3.229 0.00 -0.01 0.01
C 3.256 4.757 1.580 0.00 -0.06 0.00
C -4.857 -3.307 -1.424 0.03 -0.34 -0.19
C 3.067 3.408 1.589 0.00 0.03 -0.02
C -3.202 -0.633 -0.782 0.18 0.11 0.04
C 0.282 0.491 2.447 0.04 -0.04 0.00
C -3.774 0.682 1.969 0.04 -0.02 0.00
C -0.382 2.842 -1.764 -0.02 -0.01 -0.01
C -0.482 -8.953 0.264 0.01 0.02 0.00
C 2.775 0.541 1.863 -0.01 -0.02 0.02
C -3.408 -2.990 -3.313 0.01 -0.10 -0.04
C 1.620 -3.626 -0.342 -0.11 0.01 0.14
C -2.451 2.539 -3.141 0.00 0.00 0.00
C -2.528 -3.967 -1.276 -0.04 0.03 0.02
C -0.300 -7.581 0.167 -0.02 0.01 0.00
C -4.663 -0.016 1.140 0.02 -0.04 -0.07
C -1.727 -9.506 0.001 0.00 -0.01 0.00
C -0.262 -4.295 3.837 0.00 -0.02 -0.02
C -2.413 0.770 1.890 -0.03 0.02 0.03
C 2.426 5.788 1.108 -0.08 0.03 -0.02
C 0.432 4.545 0.262 -0.03 -0.07 -0.04
C -1.944 0.013 -0.500 -0.10 -0.08 0.06
C -2.600 -7.312 -0.454 0.04 -0.01 0.02
C 2.029 2.632 0.885 -0.03 -0.03 0.10
C -1.055 -4.104 1.551 0.06 -0.02 0.00
C -1.358 -6.741 -0.185 -0.04 0.01 -0.05
C -1.500 0.294 0.880 -0.08 0.01 0.00
C -4.362 -0.670 -0.056 -0.09 0.26 0.20
H 1.640 -1.151 2.665 0.03 -0.01 0.03
H -1.942 1.318 2.694 -0.01 0.00 -0.02
H 3.359 1.215 2.476 0.07 -0.03 -0.02
H 0.109 3.788 -1.986 0.00 0.00 0.01
H -0.942 -2.790 5.208 0.00 0.00 0.00
H -3.531 0.759 -2.638 -0.01 0.00 0.00
H 2.809 6.796 1.200 0.00 0.00 0.01
H -3.209 -1.200 -1.705 0.02 0.10 0.05
H -3.754 -9.115 -0.578 0.00 0.00 0.00
H 0.200 -5.690 2.290 0.01 -0.01 0.00
H -0.081 2.202 -2.587 0.00 -0.01 -0.01
H -2.391 2.518 -0.963 0.00 0.01 -0.01
H 0.349 -9.591 0.538 0.00 0.00 0.00
H -1.766 2.865 -3.931 -0.01 0.01 0.00
H -1.870 -10.576 0.071 0.00 0.00 0.00
H 1.113 -5.494 -1.289 0.08 0.03 0.00
H -1.674 -0.909 -3.054 0.00 0.02 0.02
H -2.142 4.089 -1.674 0.00 0.00 -0.01
H 0.686 -7.171 0.360 0.00 -0.01 0.00
H -4.218 1.172 2.828 -0.01 0.00 0.00
H 4.189 5.088 2.023 0.00 0.00 0.00
H 0.528 -4.070 -2.120 -0.07 -0.06 -0.02
H 0.525 6.586 0.564 0.00 0.00 -0.02
H -0.604 4.651 -0.030 0.01 0.01 -0.01
H 0.268 1.573 2.617 -0.01 0.00 0.02
H -3.964 -4.174 0.316 -0.01 -0.01 -0.01
H -2.299 -1.617 3.508 0.01 -0.02 -0.01
H 3.435 -0.220 1.460 -0.03 0.00 -0.02
H -0.415 0.027 3.143 0.01 -0.01 -0.02
H 1.868 0.163 3.797 -0.03 0.05 0.00
H 3.877 2.837 2.011 0.00 0.00 -0.01
H 1.893 -4.041 0.631 -0.04 0.05 0.02
H -3.434 -6.687 -0.751 -0.01 0.01 0.00
H 2.563 -3.460 -0.876 0.02 -0.06 0.00
H -0.596 0.400 -3.450 -0.02 0.00 0.01
H -3.410 3.014 -3.356 0.00 0.00 0.01
H 0.313 -4.829 4.582 0.00 0.00 0.00
H -1.383 -3.615 -3.068 0.01 0.00 0.00
H -5.692 -0.065 1.472 0.00 0.00 0.01
H -5.492 -2.473 -3.299 0.00 0.01 -0.01
H -5.840 -3.243 -0.971 -0.01 -0.06 -0.02
H -2.897 0.764 -4.261 0.01 -0.01 -0.01
H -5.160 -1.251 -0.500 0.07 0.23 0.09
H -2.350 -2.436 1.179 0.00 0.04 0.00
H -3.253 -2.672 -4.337 0.00 0.00 0.00